C4H3O2Pb as an isolated structure at a distorted geometry, computed with ωB97M-V with the def2-TZVPD basis set.

```
! RIJCOSX wB97M-V def2-TZVPD def2/J DEFGRID3
* xyz 3 1
H 1.2130 -1.5154 0.2139
O -3.7473 -0.8346 0.0229
C -2.8191 -0.0528 0.0215
C -1.9556 0.8865 -0.2374
C -0.5640 0.6606 -0.3965
C 0.5361 0.1677 -0.3834
O 1.5344 -0.5864 0.0082
Pb 3.5988 -0.0660 0.6447
H -4.2961 -0.8777 0.8419
H -2.3653 1.9054 -0.1494
*
```

Values from the calculation:
ΔE to the lowest compared entry with this formula, charge and spin (kJ/mol): 0.0
Frontier orbital gap (hartree): 0.24327
E_LUMO (eV): -15.05

---

H29O14 as an isolated structure at a distorted geometry, computed with ωB97M-V with the def2-TZVPD basis set.

```
! RIJCOSX wB97M-V def2-TZVPD def2/J DEFGRID3
* xyz 2 2
O 0.9754 1.6034 0.1866
H 2.0304 -1.1012 1.3064
O -2.7007 4.0028 0.4384
H -5.0940 0.5570 1.4949
H 3.4905 -0.7064 -0.9973
O 4.2136 2.0173 -0.4722
H -1.4793 -3.8157 -3.2857
H 4.3469 2.1912 0.4584
O -4.1371 0.7955 1.4140
H -1.6747 2.5212 -0.4108
H -4.0080 -0.1866 1.5682
O -3.6245 -1.5279 2.6597
H -3.2124 -1.9934 1.9236
H -2.8346 -0.9883 3.0066
O 0.2624 1.3766 2.4081
H 4.0038 -0.9020 0.4986
H -2.2973 -2.4008 -3.4287
O 2.6346 -0.1484 -3.2461
H 3.0796 -0.3163 -4.1369
H -2.8874 4.4400 1.2549
O -0.3616 -2.8907 0.4102
H -0.3312 -3.6637 -0.2098
H 1.1261 1.2609 2.7893
O -1.3969 1.9022 0.2989
H -0.1904 1.6680 0.4030
H 1.2225 2.4008 0.7697
O 1.1460 -0.6958 1.3434
H -1.5986 1.6034 -2.4144
H 3.5255 1.4094 -0.4503
O -2.1070 -3.1837 -2.9175
H -0.0504 0.4434 2.5612
H 3.8423 -3.2824 0.7925
O 3.4543 -2.6264 0.1708
H -1.7392 2.5449 0.9405
H 3.1031 -3.1976 -0.5554
O -1.4317 0.7434 -2.6711
H -3.4360 3.3652 0.2739
H -2.0536 0.0508 -2.6214
O 3.3454 -0.4613 -0.0599
H 0.6886 -1.3127 0.6259
H -1.3216 -2.7651 0.4605
H 1.2592 0.5910 0.5910
H 2.2179 0.6780 -3.1712
*
```

Values from the calculation:
ΔE to the lowest compared entry with this formula, charge and spin (kJ/mol): 303.2
Frontier orbital gap (spin up / spin down) (hartree): 0.34485 / 0.09918
E_LUMO (spin up / spin down) (eV): -6.48 / -13.17

---

Question: Which value of ΔE to the lowest compared entry with this formula, charge and spin does entry 1 give?
Answer: 0.0 kJ/mol

---

Question: Which of these has the highest ΔE to the lowest compared entry with this formula, charge and spin?
Answer: H29O14